Entry 1:
Below is a cluster of 2 separate species, C26H28F17N4O2P2 in total at a distorted geometry, with properties calculated with wB97M-V/def2-TZVPD.

XYZ file:
```
79
Properties=species:S:1:pos:R:3:lowdin_charge:R:1
C 1.76005 0.31588 7.94802 -0.3279
P 0.17393 1.23328 7.81248 0.8900
C -0.97316 0.68057 9.11313 -0.3179
C -0.60714 1.11159 6.12568 -0.4595
C -1.97461 0.37921 6.05648 -0.7706
O -2.14460 -0.66524 6.73018 -0.0934
O -2.78554 0.91776 5.27635 -0.0681
N 0.29628 0.56054 5.06274 -0.2434
C -0.29808 0.89931 3.75019 -0.2280
C 0.78349 1.21615 2.70812 -0.0518
C 0.87918 0.18408 1.62931 -0.4514
F 1.31080 -0.97982 2.12406 0.1227
F -0.38026 -0.05453 1.14904 0.0868
C 1.71119 0.60290 0.38173 -0.3485
F 0.92421 0.63712 -0.72143 0.1114
F 2.15527 1.85501 0.53867 0.1528
C 2.96360 -0.24210 0.06382 -0.3563
F 3.67062 0.45146 -0.85520 0.1498
F 3.73828 -0.33079 1.12568 0.2081
C 2.64448 -1.68749 -0.46356 -0.3566
F 3.26130 -2.56608 0.30201 0.2098
F 1.32726 -1.95915 -0.38461 0.1632
C 3.03072 -1.88746 -1.93409 -0.3633
F 2.50509 -0.90427 -2.67453 0.1429
F 4.35623 -1.84565 -2.04505 0.1900
C 2.53829 -3.23548 -2.55774 -0.3414
F 2.55762 -4.24211 -1.71043 0.2187
F 1.23751 -3.03776 -2.90580 0.1193
C 3.26745 -3.57513 -3.89735 -0.3206
F 2.32966 -4.18897 -4.68413 0.1201
F 3.63531 -2.46391 -4.53904 0.1703
C 4.42450 -4.59677 -3.79715 -0.5834
F 5.21064 -4.31848 -2.77338 0.2116
F 5.11979 -4.56247 -4.92105 0.2070
F 3.92147 -5.80752 -3.65546 0.2099
P 0.52119 -1.14075 5.20406 0.7233
N 2.03923 -1.55154 5.01381 -0.3135
H 2.49077 0.69657 7.25646 0.0229
H 1.60851 -0.75066 7.80733 -0.0055
H 2.09097 0.41659 8.97242 0.0241
H -0.70863 1.09760 10.07697 0.0214
H -0.98146 -0.40243 9.21234 0.0306
H -1.98996 0.96165 8.88895 0.0323
H -0.81218 2.12686 5.83089 0.0769
H -0.95830 1.74546 3.84022 0.1097
H -0.93570 0.08565 3.43073 0.0894
H 0.58882 2.19914 2.30591 0.1223
H 1.73845 1.27790 3.22299 0.1403
H 0.04214 -1.56388 6.44418 0.0222
H -0.22816 -1.75225 4.18492 0.0200
H 2.33210 -2.02569 5.85780 -0.0699
C -5.37479 5.05985 -2.47160 0.0561
N -4.47983 4.01006 -3.01933 -0.0729
C -4.26411 2.90125 -2.29671 0.0301
C -3.47157 1.88895 -2.78097 0.0678
C -2.88699 2.00604 -4.03926 -0.1227
C -3.11244 3.17538 -4.75628 0.0562
C -3.91137 4.16254 -4.22359 0.0252
C -2.06418 0.90461 -4.59957 -0.1254
C -2.38462 0.29871 -5.81169 0.0560
C -1.57874 -0.70294 -6.31221 0.0295
N -0.48579 -1.09581 -5.64259 -0.0569
C -0.16793 -0.53903 -4.47333 0.0316
C -0.93682 0.45774 -3.92758 0.0765
C 0.41675 -2.15898 -6.15985 0.0628
H -4.98750 5.37638 -1.50713 0.1190
H -6.37042 4.63768 -2.36518 0.1183
H -5.40153 5.90176 -3.15393 0.1049
H -4.74729 2.84312 -1.33093 0.1651
H -3.33095 1.00266 -2.17640 0.1503
H -2.66706 3.33154 -5.72881 0.1432
H -4.11181 5.08272 -4.75178 0.1535
H -3.26358 0.58954 -6.36978 0.1415
H -1.79501 -1.20068 -7.24572 0.1537
H 0.71423 -0.91017 -3.98935 0.1251
H -0.63644 0.88725 -2.98294 0.1403
H 0.47316 -2.92447 -5.39221 0.0940
H 1.39632 -1.72405 -6.33912 0.1185
H 0.02170 -2.57558 -7.07982 0.1098
```

Values from the calculation:
- LUMO energy (eV) = -6.172
- calculated total energy (eV) = -102235.252
- net charge = +1
- largest force on an atom (hartree/bohr) = 0.053
- 2S+1 = 1
- highest occupied orbital energy (eV) = -6.8122



Entry 2:
Below is a structure of composition C26H28FHfNOP2 at a distorted geometry, with properties calculated with wB97M-V/def2-TZVPD.

XYZ file:
```
60
Properties=species:S:1:pos:R:3:nbo_charge:R:1
C 3.70929 -1.81210 1.35019 -0.1470
C 2.64599 -1.71856 0.46372 -0.0727
C 1.45074 -2.45894 0.73048 0.2656
C 1.36582 -3.26123 1.92952 -0.1265
C 2.48489 -3.31787 2.79646 -0.1402
C 3.63436 -2.60584 2.50966 -0.2068
C 0.14286 -3.86881 2.21882 -0.0416
C -0.94299 -3.77029 1.34546 -0.1467
C -0.78488 -2.96228 0.15917 0.2617
C -1.90271 -2.76909 -0.71347 -0.0967
C -3.11648 -3.36037 -0.39463 -0.1588
C -3.26491 -4.15747 0.75285 -0.2180
C -2.20082 -4.36114 1.60912 -0.1207
H 4.61529 -1.24253 1.13899 0.2280
H 2.39754 -3.94196 3.68906 0.2376
H 4.49023 -2.64966 3.18118 0.2463
H 0.04318 -4.44574 3.13849 0.2366
H -3.96422 -3.19580 -1.06103 0.2269
H -4.22891 -4.61824 0.95620 0.2465
H -2.28898 -4.97526 2.50763 0.2379
N 0.35104 -2.25638 -0.02683 -0.5495
Hf -0.64231 1.02543 0.44923 1.7662
C 2.65888 -0.76894 -0.71013 -0.6963
H 2.09141 -1.19563 -1.54558 0.2639
H 3.67956 -0.51885 -1.02846 0.2608
C -1.74433 -1.84494 -1.89578 -0.6565
H -0.74226 -1.94840 -2.33263 0.2714
H -2.50721 -2.03898 -2.66125 0.2628
P 1.80843 0.82076 -0.31349 0.7613
P -1.90797 -0.04869 -1.44567 0.7326
C -3.71434 0.10608 -1.28309 -0.9245
H -3.97815 1.16155 -1.14224 0.2596
H -4.19665 -0.27897 -2.19151 0.2749
H -4.06533 -0.45373 -0.40879 0.2638
C -1.58629 0.69052 -3.08307 -0.9110
H -2.28796 0.26829 -3.81483 0.2762
H -1.71292 1.77815 -3.04421 0.2544
H -0.55614 0.47401 -3.39415 0.2588
C 2.95567 1.57185 0.88958 -0.9242
H 3.97242 1.55787 0.46984 0.2614
H 2.64987 2.60577 1.09536 0.2609
H 2.92603 1.00955 1.83072 0.2632
C 2.21152 1.81039 -1.79831 -0.9177
H 1.82869 2.83275 -1.68593 0.2660
H 3.30576 1.83315 -1.91681 0.2650
H 1.74014 1.36056 -2.68240 0.2436
C -2.36793 1.00785 1.76382 0.4501
O -3.26178 0.91601 2.50969 -0.2692
H -0.28552 -0.06566 1.74873 -0.3683
F 0.38313 7.35108 -0.36089 -0.2952
C 0.12801 6.01142 -0.19555 0.4497
C 0.56919 5.38333 0.96260 -0.2638
C 0.30802 4.00881 1.12081 -0.1822
C -0.38514 3.29631 0.13821 -0.6103
C -0.82967 3.96458 -1.01176 -0.1794
C -0.56435 5.33423 -1.19343 -0.2635
H 1.10976 5.94492 1.72328 0.2606
H 0.65225 3.50191 2.02521 0.2131
H -1.38862 3.42096 -1.77924 0.1999
H -0.89021 5.86422 -2.08891 0.2600
```

Values from the calculation:
- LUMO energy (eV) = -8.661
- calculated total energy (eV) = -53539.712
- net charge = +2
- largest force on an atom (hartree/bohr) = 0.180
- 2S+1 = 1
- highest occupied orbital energy (eV) = -13.3944



Entry 3:
Below is a structure of composition C26H28IrN3O10P2 at a distorted geometry, with properties calculated with wB97M-V/def2-TZVPD.

XYZ file:
```
70
Properties=species:S:1:pos:R:3:lowdin_spin:R:1
Ir -13.79511 2.87695 -9.16351 1.7597
O -14.15656 -0.98494 -10.49925 0.0038
P -15.42961 0.01674 -10.25336 0.0117
O -16.25183 -0.03125 -11.47165 0.0024
O -15.06146 1.47097 -9.80409 0.1178
O -16.17639 -0.56204 -8.95706 0.0089
P -15.84983 -0.10306 -7.37260 0.0029
O -16.61171 1.32467 -7.31926 -0.0010
O -16.46612 -1.01629 -6.36760 0.0047
O -14.33335 0.10165 -7.36211 0.0554
H -13.90541 -1.33687 -9.63053 0.0000
H -16.42716 1.80393 -8.18433 0.0001
C -14.83775 3.48829 -13.51233 0.0907
C -14.02945 4.56663 -13.87602 0.0245
C -13.07216 4.97292 -12.98652 0.0586
C -13.13340 4.42848 -11.66351 0.0637
N -13.97390 3.46787 -11.27741 0.1436
C -14.75446 2.88833 -12.24299 0.0041
C -12.32538 4.93720 -10.62524 0.1899
C -11.38828 5.97185 -10.88038 -0.0063
C -10.56072 6.37430 -9.85395 0.1536
C -10.90268 5.96262 -8.57961 0.0800
C -11.96132 5.09618 -8.34627 0.0868
N -12.53815 4.42992 -9.37597 0.2484
H -15.54258 3.05539 -14.21211 0.0054
H -14.12513 5.08081 -14.83457 -0.0002
H -12.33862 5.74575 -13.20465 0.0031
H -15.29978 1.96707 -12.01323 -0.0008
H -11.27555 6.34241 -11.88094 -0.0033
H -9.67191 6.95554 -10.03575 0.0094
H -10.35628 6.31638 -7.71187 0.0041
H -12.24555 4.84245 -7.33712 0.0030
O -15.68040 7.94295 -7.82835 0.0024
C -16.71186 7.09555 -7.65262 0.0032
C -17.85326 7.50276 -6.90414 0.0002
C -18.76879 6.53072 -6.53191 0.0012
C -18.69780 5.24150 -7.05357 -0.0001
C -17.68820 4.90956 -7.92674 0.0017
C -16.62249 5.78767 -8.13996 0.0093
C -15.35600 5.37796 -8.91340 0.0203
O -14.41145 6.20546 -8.98429 0.0203
O -15.44388 4.20505 -9.40320 0.2015
H -14.98321 7.36687 -8.35909 -0.0001
H -17.94811 8.54505 -6.61754 0.0001
H -19.58882 6.79871 -5.85163 0.0001
H -19.45690 4.51501 -6.82593 0.0000
H -17.69056 3.93347 -8.40786 0.0004
C -15.12980 1.41462 -3.83765 -0.0003
N -15.59902 2.62353 -4.66899 0.0060
C -16.29587 3.62516 -3.78006 0.0004
C -14.72101 3.43521 -5.69498 0.0117
C -13.44083 2.81725 -6.14661 0.1077
C -12.42703 2.97247 -5.22276 0.0061
C -11.22198 2.27750 -5.27598 0.1540
C -11.04764 1.41328 -6.33747 -0.0071
C -11.97743 1.38282 -7.38819 0.1828
C -13.09942 2.22562 -7.41729 0.1379
H -16.02960 1.03550 -3.33910 0.0001
H -14.37082 1.73895 -3.11812 -0.0002
H -14.76496 0.62657 -4.48105 0.0001
H -16.31916 2.17946 -5.29015 0.0001
H -15.50246 4.24141 -3.30678 0.0001
H -16.83716 3.14499 -2.98513 0.0001
H -16.95147 4.24967 -4.37863 0.0001
H -14.55448 4.38531 -5.16784 0.0017
H -15.41206 3.62373 -6.53423 0.0001
H -12.56064 3.63934 -4.38316 -0.0019
H -10.47014 2.45706 -4.52917 0.0090
H -10.21181 0.72925 -6.35148 -0.0036
H -11.84427 0.65138 -8.20821 0.0097
```

Values from the calculation:
- energy relative to the best compared isomer or geometry (same formula, charge and spin) (kJ/mol) = 47.3
- LUMO energy (spin up / spin down) (eV) = -0.430 / -3.509
- calculated total energy (eV) = -73779.812
- expectation value of S² = 6.0640
- largest force on an atom (hartree/bohr) = 0.062
- 2S+1 = 5
- highest occupied orbital energy (spin up / spin down) (eV) = -5.4664 / -8.4519



Entry 4:
Below is the molecule C26H28N2O2 at a distorted geometry, with properties calculated with wB97M-V/def2-TZVPD.

XYZ file:
```
58
Properties=species:S:1:pos:R:3:nbo_charge:R:1
C 2.78919 2.40559 3.12338 -0.2515
O 2.28393 1.18601 3.74909 -0.5082
C 0.95961 0.86814 3.61356 0.2825
C 0.54572 -0.48142 3.83098 -0.2484
C -0.69332 -0.94568 3.37042 -0.2449
C -1.66042 -0.03171 2.90685 0.2877
O -2.94291 -0.40687 2.73292 -0.6025
C -3.89095 -0.55219 1.35410 0.1459
C -3.15165 -1.64995 0.61485 -0.1359
C -3.64272 -2.95955 0.42890 -0.1697
C -3.12240 -3.79144 -0.56160 -0.3093
C -1.93726 -3.35117 -1.18082 0.2047
C -1.35108 -2.09795 -0.83711 -0.0751
C -1.93004 -1.25382 0.07257 -0.1217
C -0.09120 -1.91580 -1.59249 -0.4358
C -0.00293 -3.14131 -2.51273 -0.1911
N -1.23538 -3.89181 -2.21707 -0.4094
C -1.53352 -5.13679 -2.87721 -0.3977
C -5.36985 -0.74010 1.78674 -0.1250
C -6.27762 -1.55634 1.06876 -0.1739
C -7.64226 -1.58698 1.33828 -0.3049
C -8.10628 -0.76479 2.36194 0.1918
C -7.21701 0.13835 3.01939 0.0032
C -5.85090 0.11379 2.78956 -0.1825
C -7.99774 0.94415 3.97840 -0.4482
C -9.43904 0.39435 3.90503 -0.1902
N -9.37451 -0.59000 2.82720 -0.4103
C -10.50563 -1.43031 2.51311 -0.3967
C -1.29642 1.29268 2.72514 -0.2696
C -0.07240 1.76979 3.22338 -0.2829
H 3.84594 2.17807 3.04823 0.1987
H 2.36537 2.59952 2.13339 0.1862
H 2.62247 3.26415 3.78008 0.1790
H 1.24329 -1.17389 4.30770 0.2196
H -0.94670 -2.00533 3.45080 0.2275
H -3.77900 0.41348 0.74563 0.1997
H -4.52000 -3.26087 1.02753 0.2261
H -3.59097 -4.74036 -0.83096 0.2159
H -1.47147 -0.27544 0.30843 0.2186
H 0.79402 -1.82050 -0.94139 0.2245
H -0.14885 -0.99442 -2.18651 0.2165
H 0.88017 -3.75041 -2.28326 0.1838
H 0.01168 -2.88002 -3.58103 0.1889
H -2.61435 -5.32357 -2.85105 0.2064
H -1.20418 -5.05828 -3.91960 0.2008
H -1.02679 -6.00453 -2.42285 0.1836
H -5.90115 -2.14163 0.21469 0.2237
H -8.32441 -2.26279 0.80206 0.2125
H -5.14333 0.73861 3.32978 0.2305
H -7.60444 0.90600 5.00393 0.2235
H -8.02176 2.00896 3.68485 0.2168
H -10.18764 1.15771 3.65936 0.1884
H -9.75421 -0.08853 4.84283 0.1799
H -10.25625 -2.09849 1.67842 0.2109
H -10.80705 -2.05002 3.37838 0.1867
H -11.36398 -0.80541 2.22708 0.1951
H -2.03840 1.97697 2.31575 0.2144
H 0.10835 2.85978 3.21127 0.2111
```

Values from the calculation:
- energy relative to the best compared isomer or geometry (same formula, charge and spin) (kJ/mol) = 411.8
- LUMO energy (eV) = 0.844
- calculated total energy (eV) = -34489.011
- SMILES = COc1ccc(OC(c2ccc3c(c2)CCN3C)c2ccc3c(c2)CCN3C)cc1
- largest force on an atom (hartree/bohr) = 0.055
- 2S+1 = 1
- highest occupied orbital energy (eV) = -6.8109



Which formula does entry 4 have?
C26H28N2O2



Which value of calculated total energy does entry 4 give?
-34489.011 eV



What is the calculated total energy in the third record?
-73779.812 eV